(1)
C29H54ClOPSn as an isolated structure in a non-equilibrium geometry. Source: the Open Molecules 2025 dataset; level of theory: ωB97M-V with the def2-TZVPD basis set.

Output
- HOMO level (spin up / spin down) (Ha) = -0.26266 / -0.26270
- frontier orbital gap (spin up / spin down) (eV) = 5.373 / 5.374
- total charge = 0

Geometry (Å):
Sn (0.273, 0.885, 2.994)
P (-0.539, 0.676, -0.984)
Cl (2.096, 0.917, 1.407)
C (-0.078, 2.923, 3.318)
H (-0.305, 3.327, 4.341)
H (-1.013, 3.385, 2.841)
C (0.748, -0.344, -1.927)
C (-0.454, 2.449, -1.600)
C (2.149, 0.216, -1.701)
H (0.671, -1.303, -1.377)
C (3.229, -0.774, -2.123)
H (2.282, 1.174, -2.223)
H (2.276, 0.396, -0.624)
C (3.051, -1.196, -3.583)
H (4.214, -0.318, -1.965)
H (3.174, -1.654, -1.467)
C (1.608, -1.615, -3.907)
H (3.337, -0.353, -4.227)
H (3.733, -2.023, -3.812)
C (0.547, -0.619, -3.414)
H (1.493, -1.749, -4.988)
H (1.408, -2.585, -3.431)
H (0.644, 0.324, -3.970)
H (-0.454, -1.019, -3.620)
C (-2.188, 0.061, -1.631)
C (0.075, 2.651, -3.020)
H (-1.511, 2.771, -1.584)
C (-0.029, 4.125, -3.425)
H (1.126, 2.335, -3.081)
H (-0.485, 2.045, -3.746)
C (0.673, 5.054, -2.429)
H (0.398, 4.255, -4.426)
H (-1.092, 4.395, -3.489)
C (0.263, 4.797, -0.976)
H (1.759, 4.925, -2.524)
H (0.452, 6.094, -2.691)
C (0.317, 3.314, -0.585)
H (0.906, 5.370, -0.300)
H (-0.765, 5.156, -0.829)
H (1.363, 2.978, -0.532)
H (-0.081, 3.180, 0.433)
C (-2.273, -1.473, -1.571)
H (-2.877, 0.474, -0.867)
C (-3.676, -1.969, -1.933)
H (-1.541, -1.916, -2.261)
H (-2.009, -1.830, -0.567)
C (-4.165, -1.418, -3.277)
H (-3.675, -3.065, -1.955)
H (-4.371, -1.661, -1.141)
C (-4.013, 0.103, -3.392)
H (-3.604, -1.901, -4.089)
H (-5.217, -1.687, -3.419)
C (-2.622, 0.613, -2.993)
H (-4.226, 0.424, -4.418)
H (-4.752, 0.589, -2.741)
H (-1.895, 0.318, -3.764)
H (-2.640, 1.712, -2.980)
C (-0.848, -1.844, 1.959)
C (-0.659, -1.174, 3.074)
H (-0.976, -1.346, 1.005)
C (-2.000, -0.829, 3.743)
H (-0.065, -1.776, 3.781)
C (-2.563, -2.186, 4.207)
H (-1.909, -0.136, 4.595)
H (-2.697, -0.373, 3.021)
C (-2.382, -3.349, 3.192)
H (-2.063, -2.450, 5.148)
H (-3.616, -2.105, 4.491)
C (-1.097, -3.256, 2.265)
H (-2.390, -4.320, 3.711)
H (-3.264, -3.366, 2.527)
H (-0.236, -3.641, 2.828)
H (-1.151, -3.951, 1.439)
C (3.938, -1.657, 3.207)
C (2.943, -1.015, 4.178)
C (2.634, -2.043, 5.258)
C (3.551, 0.243, 4.758)
O (1.736, -0.620, 3.623)
H (4.835, -1.939, 3.775)
H (4.247, -0.962, 2.421)
H (3.548, -2.571, 2.743)
H (3.559, -2.309, 5.778)
H (1.935, -1.633, 5.994)
H (2.208, -2.964, 4.840)
H (3.772, 0.947, 3.948)
H (2.831, 0.706, 5.442)
H (4.464, -0.021, 5.293)

---

(2)
C8H29N14O10Pb as an isolated structure in a non-equilibrium geometry. Source: the Open Molecules 2025 dataset; level of theory: ωB97M-V with the def2-TZVPD basis set.

Output
- HOMO level (Ha) = -0.40307
- frontier orbital gap (eV) = 7.261
- total charge = +1
- energy relative to the best compared isomer or geometry (same formula, charge and spin) (kcal per mole) = 137.53

Geometry (Å):
Pb (-2.713, 1.595, 1.640)
O (0.599, -0.492, -0.710)
C (-0.334, -0.077, 0.166)
O (-0.056, -0.134, 1.367)
O (-1.477, 0.341, -0.236)
H (1.207, -0.487, 0.034)
C (2.770, -2.031, -3.078)
O (3.597, -2.304, -3.811)
N (2.296, -2.822, -2.194)
N (2.249, -0.856, -2.983)
H (1.406, -2.664, -1.743)
H (2.759, -3.679, -1.928)
H (1.720, -0.650, -2.148)
H (2.611, -0.142, -3.599)
C (-1.122, 0.723, 4.630)
O (-1.890, 1.377, 4.017)
N (-0.835, 1.043, 5.901)
N (-0.414, -0.226, 4.177)
H (-0.201, 0.497, 6.467)
H (-1.508, 1.752, 6.156)
H (0.225, -0.753, 4.755)
H (-0.573, -0.640, 3.269)
C (-2.766, 2.994, -1.704)
O (-2.739, 3.165, -0.473)
N (-1.850, 2.322, -2.353)
N (-3.817, 3.322, -2.424)
H (-0.988, 2.156, -1.854)
H (-1.820, 2.199, -3.355)
H (-4.644, 3.675, -1.963)
H (-3.793, 3.181, -3.424)
C (0.321, -4.611, 0.699)
O (1.253, -4.854, 1.482)
N (-0.600, -5.500, 0.347)
N (0.218, -3.520, 0.077)
H (-1.375, -5.294, -0.267)
H (-0.636, -6.267, 1.003)
H (0.869, -2.819, 0.401)
H (-0.646, -3.389, -0.430)
C (3.226, -0.357, 1.726)
O (2.784, -0.989, 0.767)
N (2.573, 0.149, 2.731)
N (4.495, -0.121, 1.914)
H (1.636, -0.104, 3.011)
H (3.089, 0.692, 3.408)
H (4.786, 0.587, 2.573)
H (5.172, -0.585, 1.325)
C (0.068, 3.645, 0.857)
O (-0.717, 3.071, 1.655)
N (-0.166, 4.845, 0.364)
N (1.122, 3.128, 0.247)
H (-1.012, 5.351, 0.583)
H (0.459, 5.169, -0.360)
H (1.312, 2.174, 0.517)
H (1.629, 3.685, -0.426)
C (-2.328, -0.689, -3.880)
O (-2.543, -0.201, -4.925)
N (-1.192, -1.122, -3.394)
N (-3.212, -0.781, -2.946)
H (-0.432, -1.069, -4.057)
H (-1.223, -1.468, -2.446)
H (-3.929, -0.096, -3.133)
H (-2.900, -1.045, -2.022)

---

(3)
One molecule with the formula C5H11N3O in a non-equilibrium geometry. Source: the Open Molecules 2025 dataset; level of theory: ωB97M-V with the def2-TZVPD basis set.

Output
- HOMO level (spin up / spin down) (Ha) = -0.24878 / -0.24866
- frontier orbital gap (spin up / spin down) (eV) = 6.843 / 6.837
- total charge = 0
- energy relative to the best compared isomer or geometry (same formula, charge and spin) (kcal per mole) = 150.30

Geometry (Å):
C (-1.806, 0.617, -0.464)
N (-0.087, -0.660, 0.918)
C (-1.180, -0.724, -0.198)
N (-0.514, -0.185, 2.210)
O (-1.729, -1.789, -0.345)
H (0.119, -1.653, 1.034)
H (0.191, -0.456, 2.892)
H (-0.431, 0.828, 2.168)
H (-1.081, 1.398, -0.681)
H (-2.448, 0.519, -1.336)
H (-2.418, 0.901, 0.395)
C (0.709, -0.587, -1.465)
C (1.185, 0.070, 0.183)
C (1.300, 1.428, 0.358)
N (1.244, -1.704, -1.740)
H (1.527, -1.807, -2.716)
H (0.562, 0.232, -2.190)
H (2.145, -0.439, 0.210)
H (0.509, 2.075, 0.711)
H (2.202, 1.938, 0.057)

---

(4)
An isolated ion of composition C3H5BrN2P and charge +1 in a non-equilibrium geometry. Source: the Open Molecules 2025 dataset; level of theory: ωB97M-V with the def2-TZVPD basis set.

Output
- HOMO level (spin up / spin down) (Ha) = -0.48740 / -0.47243
- frontier orbital gap (spin up / spin down) (eV) = 6.642 / 5.969
- total charge = +1
- energy relative to the best compared isomer or geometry (same formula, charge and spin) (kcal per mole) = 145.55

Geometry (Å):
C (1.022, 1.706, -1.192)
C (-1.816, 1.209, 0.222)
C (0.198, -0.242, 0.027)
N (-1.057, 0.165, 0.377)
N (1.125, 0.671, -0.510)
P (0.718, -1.748, 0.771)
Br (-3.608, 0.960, 0.669)
H (1.823, 2.356, -1.175)
H (-1.590, -0.549, 0.957)
H (2.021, 0.395, -0.244)
H (1.543, -2.377, -0.201)
H (-0.381, -2.546, 0.297)

---

(5)
C6H9O3PPb as an isolated structure in a non-equilibrium geometry. Source: the Open Molecules 2025 dataset; level of theory: ωB97M-V with the def2-TZVPD basis set.

Output
- HOMO level (Ha) = -0.63884
- frontier orbital gap (eV) = 6.695
- total charge = +2

Geometry (Å):
O (2.041, -4.398, 3.101)
C (1.527, -3.562, 2.429)
Pb (-1.070, -1.452, -1.251)
C (-3.112, -1.708, 0.321)
C (-0.192, -2.463, -3.186)
O (-4.085, -2.094, 0.837)
O (0.162, -3.191, -4.080)
C (0.989, 2.015, -1.328)
P (0.253, 0.820, -0.288)
C (1.290, 0.690, 1.195)
C (-1.219, 1.535, 0.480)
H (1.926, 1.522, -1.656)
H (1.131, 2.963, -0.807)
H (0.289, 2.055, -2.177)
H (1.442, 1.693, 1.622)
H (0.994, -0.007, 2.013)
H (2.301, 0.370, 0.919)
H (-0.945, 2.505, 0.910)
H (-1.956, 1.767, -0.298)
H (-1.766, 0.941, 1.243)

---

(6)
One molecule with the formula C20H23N3O2. Source: the Open Molecules 2025 dataset; level of theory: ωB97M-V with the def2-TZVPD basis set.

Output
- SMILES string = COCCN(CCOC)c1nc(-c2ccccc2)nc2ccccc12
- HOMO level (Ha) = -0.29505
- frontier orbital gap (eV) = 8.300
- total charge = 0
- energy relative to the best compared isomer or geometry (same formula, charge and spin) (kcal per mole) = 52.89

Geometry (Å):
C (-3.964, 0.150, -3.093)
O (-2.581, -0.091, -3.091)
C (-2.107, -0.553, -1.847)
C (-0.607, -0.839, -2.009)
N (0.087, -0.941, -0.743)
C (-0.417, -1.936, 0.187)
C (-0.307, -3.352, -0.375)
O (-1.416, -3.632, -1.201)
C (-1.385, -4.925, -1.744)
C (0.696, 0.156, -0.198)
N (0.550, 0.345, 1.099)
C (1.028, 1.472, 1.654)
C (0.830, 1.627, 3.099)
C (1.322, 2.754, 3.754)
C (1.141, 2.901, 5.115)
C (0.470, 1.927, 5.838)
C (-0.022, 0.804, 5.192)
C (0.155, 0.652, 3.830)
N (1.606, 2.451, 1.000)
C (1.899, 2.237, -0.299)
C (2.647, 3.209, -0.992)
C (3.076, 2.966, -2.268)
C (2.807, 1.738, -2.884)
C (2.047, 0.790, -2.247)
C (1.525, 1.040, -0.968)
H (-4.218, 0.496, -4.093)
H (-4.527, -0.764, -2.867)
H (-4.236, 0.920, -2.360)
H (-2.647, -1.463, -1.551)
H (-2.257, 0.219, -1.073)
H (-0.202, -0.012, -2.590)
H (-0.485, -1.765, -2.575)
H (-1.460, -1.747, 0.462)
H (0.194, -1.857, 1.087)
H (-0.284, -4.069, 0.460)
H (0.631, -3.460, -0.942)
H (-0.494, -5.075, -2.368)
H (-2.278, -5.028, -2.357)
H (-1.392, -5.688, -0.956)
H (1.842, 3.501, 3.174)
H (1.524, 3.777, 5.619)
H (0.330, 2.043, 6.903)
H (-0.546, 0.045, 5.755)
H (-0.227, -0.214, 3.313)
H (2.891, 4.122, -0.473)
H (3.657, 3.708, -2.797)
H (3.209, 1.535, -3.866)
H (1.890, -0.172, -2.712)

---

What did we get for DFT total energy? Answer: -2228.2623 -2034.0928 -436.4075 -3141.6546 -993.2074 -1090.6532 Ha, in the order shown.